Record 1
{"formula": "C26H27Cl4NO3Si", "method": "wB97M-V/def2-TZVPD", "energy_ha": -3417.6997, "charge": 0, "orbital_gap_ev": 4.90, "lumo_energy_ev": -2.901, "smiles": "C[Si](C)(C)OC(c1ccccc1)(c1ccccc1)[C@@H]1CCCN1.O=C1C(=O)C(Cl)=C(Cl)C(Cl)=C1Cl", "elements": ["C", "Si", "C", "C", "O", "C", "C", "C", "C", "C", "C", "C", "C", "C", "C", "C", "C", "C", "C", "C", "C", "C", "N", "H", "H", "H", "H", "H", "H", "H", "H", "H", "H", "H", "H", "H", "H", "H", "H", "H", "H", "H", "H", "H", "H", "H", "H", "H", "H", "H", "O", "C", "C", "O", "C", "Cl", "C", "Cl", "C", "Cl", "C", "Cl"], "xyz": [[-2.869, -6.473, -5.483], [-1.957, -4.946, -4.926], [-0.164, -5.140, -5.424], [-2.710, -3.428, -5.681], [-2.107, -4.840, -3.256], [-1.117, -4.754, -2.245], [-0.372, -6.105, -2.125], [-0.899, -7.289, -2.664], [-0.103, -8.446, -2.686], [1.106, -8.463, -1.990], [1.528, -7.341, -1.271], [0.768, -6.169, -1.311], [-0.254, -3.509, -2.528], [1.111, -3.570, -2.844], [1.795, -2.396, -3.198], [1.118, -1.189, -3.301], [-0.248, -1.124, -3.020], [-0.919, -2.286, -2.630], [-1.813, -4.577, -0.879], [-2.777, -5.710, -0.477], [-3.802, -5.002, 0.410], [-3.801, -3.539, -0.035], [-2.552, -3.372, -0.765], [-2.852, -6.504, -6.582], [-2.409, -7.398, -5.117], [-3.914, -6.447, -5.154], [-0.140, -5.488, -6.469], [0.386, -4.192, -5.369], [0.366, -5.885, -4.812], [-2.572, -3.452, -6.771], [-3.786, -3.394, -5.470], [-2.250, -2.511, -5.293], [-1.911, -7.300, -3.068], [-0.456, -9.330, -3.231], [1.712, -9.372, -1.980], [2.450, -7.361, -0.680], [1.053, -5.284, -0.729], [1.633, -4.525, -2.840], [2.865, -2.459, -3.421], [1.649, -0.283, -3.609], [-0.816, -0.199, -3.114], [-1.983, -2.228, -2.389], [-1.001, -4.518, -0.134], [-3.245, -6.103, -1.388], [-2.224, -6.514, 0.020], [-4.792, -5.442, 0.331], [-3.461, -5.048, 1.448], [-4.630, -3.344, -0.730], [-3.883, -2.794, 0.769], [-2.005, -2.578, -0.416], [-0.731, -2.200, 1.189], [-0.114, -1.173, 1.504], [1.404, -1.216, 1.684], [2.002, -2.291, 1.670], [2.078, 0.067, 1.837], [3.774, 0.018, 1.932], [1.388, 1.267, 1.893], [2.241, 2.748, 1.999], [-0.046, 1.281, 1.860], [-0.875, 2.772, 1.986], [-0.759, 0.101, 1.705], [-2.465, 0.095, 1.656]], "nbo_charge": [-1.15, 1.94, -1.17, -1.16, -0.91, 0.20, 0.08, -0.26, -0.20, -0.23, -0.20, -0.27, -0.06, -0.20, -0.22, -0.22, -0.25, -0.16, -0.04, -0.41, -0.42, -0.20, -0.66, 0.24, 0.24, 0.24, 0.24, 0.25, 0.25, 0.24, 0.24, 0.25, 0.23, 0.21, 0.21, 0.22, 0.23, 0.23, 0.21, 0.21, 0.21, 0.25, 0.18, 0.21, 0.22, 0.21, 0.20, 0.17, 0.19, 0.39, -0.45, 0.39, 0.41, -0.41, -0.15, 0.11, -0.07, 0.11, -0.06, 0.11, -0.08, 0.08]}

---

Record 2
{"formula": "C26H27CuIN4O3S", "method": "wB97M-V/def2-TZVPD", "energy_ha": -3788.1271, "charge": 0, "spin_multiplicity": 2, "orbital_gap_ev": [7.67, 7.33], "lumo_energy_ev": [-0.243, -0.628], "elements": ["Cu", "C", "C", "N", "C", "C", "C", "O", "C", "C", "N", "C", "C", "C", "C", "C", "C", "I", "C", "O", "H", "H", "H", "H", "H", "H", "H", "H", "H", "H", "H", "H", "C", "C", "N", "C", "C", "C", "S", "N", "C", "O", "C", "C", "C", "C", "C", "C", "H", "H", "H", "H", "H", "H", "H", "H", "H", "H", "H", "H", "H", "H", "H"], "xyz": [[-0.498, -0.152, -0.211], [-4.191, 2.337, -0.689], [-4.409, 0.904, -0.309], [-5.595, 0.517, 0.083], [-5.780, -0.782, 0.429], [-4.793, -1.724, 0.394], [-5.116, -3.138, 0.793], [-4.981, -4.071, -0.281], [-3.494, -1.327, -0.016], [-2.450, -2.326, -0.139], [-1.205, -2.068, -0.320], [-0.285, -3.137, -0.486], [-0.221, -4.192, 0.416], [0.723, -5.195, 0.261], [1.620, -5.150, -0.796], [1.566, -4.101, -1.704], [0.619, -3.102, -1.547], [0.522, -1.562, -2.947], [-3.285, 0.009, -0.384], [-2.161, 0.496, -0.812], [-5.081, 2.913, -0.442], [-3.985, 2.428, -1.758], [-3.320, 2.739, -0.168], [-6.779, -1.049, 0.756], [-6.127, -3.165, 1.205], [-4.441, -3.496, 1.572], [-5.521, -3.756, -1.014], [-2.764, -3.370, -0.120], [-0.899, -4.201, 1.261], [0.766, -6.005, 0.977], [2.365, -5.927, -0.917], [2.259, -4.059, -2.534], [-0.796, 5.036, 0.003], [-0.124, 4.467, 1.244], [1.017, 3.608, 0.924], [2.242, 4.290, 0.484], [2.479, 4.230, -1.017], [0.974, 2.270, 0.987], [-0.477, 1.481, 1.510], [2.134, 1.669, 0.667], [2.261, 0.391, 0.391], [1.361, -0.454, 0.103], [3.652, -0.165, 0.373], [4.764, 0.651, 0.548], [6.039, 0.106, 0.516], [6.210, -1.258, 0.314], [5.101, -2.078, 0.143], [3.827, -1.532, 0.168], [-1.700, 5.578, 0.285], [-1.079, 4.230, -0.677], [-0.144, 5.728, -0.532], [-0.838, 3.892, 1.822], [0.249, 5.269, 1.884], [3.087, 3.852, 1.010], [2.143, 5.326, 0.812], [2.520, 3.194, -1.353], [3.432, 4.703, -1.260], [1.694, 4.746, -1.569], [4.615, 1.713, 0.706], [6.902, 0.747, 0.648], [7.206, -1.682, 0.291], [5.230, -3.142, -0.012], [2.955, -2.157, 0.031]], "nbo_charge": [1.34, -0.65, 0.18, -0.40, -0.02, -0.05, -0.09, -0.72, -0.23, 0.19, -0.61, 0.18, -0.25, -0.18, -0.21, -0.23, -0.19, 0.19, 0.38, -0.78, 0.23, 0.22, 0.23, 0.19, 0.18, 0.18, 0.47, 0.21, 0.22, 0.22, 0.22, 0.23, -0.62, -0.22, -0.39, -0.21, -0.62, 0.37, -0.33, -0.67, 0.68, -0.78, -0.06, -0.20, -0.21, -0.20, -0.22, -0.18, 0.22, 0.22, 0.20, 0.24, 0.19, 0.22, 0.20, 0.23, 0.21, 0.21, 0.23, 0.21, 0.21, 0.21, 0.23]}

---

Record 3
{"formula": "C26H27N3O3", "method": "wB97M-V/def2-TZVPD", "energy_ha": -1397.0067, "charge": 0, "orbital_gap_ev": 7.93, "lumo_energy_ev": -0.204, "smiles": "CNC(=O)[C@H](Cc1c[nH]c2ccccc12)NC(C)=O.CC(=O)c1ccc2ccccc2c1", "elements": ["C", "N", "C", "O", "C", "C", "C", "C", "N", "C", "C", "C", "C", "C", "C", "N", "C", "C", "O", "H", "H", "H", "H", "H", "H", "H", "H", "H", "H", "H", "H", "H", "H", "H", "H", "H", "C", "C", "O", "C", "C", "C", "C", "C", "C", "C", "C", "C", "C", "H", "H", "H", "H", "H", "H", "H", "H", "H", "H"], "xyz": [[0.641, 4.451, 3.141], [1.037, 3.068, 2.886], [1.978, 2.706, 2.005], [2.628, 3.526, 1.366], [2.287, 1.205, 1.857], [1.418, 0.553, 0.776], [1.496, 1.170, -0.587], [2.353, 0.808, -1.569], [2.158, 1.610, -2.676], [1.188, 2.562, -2.447], [0.669, 3.605, -3.226], [-0.324, 4.436, -2.679], [-0.784, 4.211, -1.369], [-0.259, 3.155, -0.598], [0.743, 2.305, -1.115], [2.098, 0.440, 3.098], [2.865, 0.472, 4.186], [4.120, 1.322, 4.207], [2.560, -0.189, 5.164], [1.414, 4.955, 3.726], [-0.302, 4.480, 3.688], [0.523, 4.982, 2.194], [0.586, 2.336, 3.414], [3.326, 1.130, 1.534], [0.375, 0.584, 1.095], [1.704, -0.495, 0.699], [3.091, 0.020, -1.489], [2.706, 1.540, -3.521], [1.036, 3.776, -4.227], [-0.730, 5.252, -3.261], [-1.543, 4.857, -0.950], [-0.616, 2.999, 0.408], [1.314, -0.192, 3.146], [4.796, 0.996, 3.419], [3.861, 2.369, 4.064], [4.608, 1.202, 5.173], [-5.449, -3.044, -3.457], [-5.212, -3.914, -2.226], [-6.155, -4.574, -1.803], [-3.890, -3.987, -1.571], [-3.626, -4.969, -0.598], [-2.374, -5.057, 0.015], [-1.355, -4.163, -0.328], [-0.092, -4.251, 0.274], [0.926, -3.366, -0.094], [0.680, -2.386, -1.058], [-0.582, -2.273, -1.645], [-1.603, -3.166, -1.294], [-2.861, -3.086, -1.904], [-5.362, -1.987, -3.192], [-4.719, -3.282, -4.234], [-6.452, -3.220, -3.858], [-4.403, -5.677, -0.315], [-2.197, -5.827, 0.760], [0.104, -5.012, 1.023], [1.907, -3.448, 0.365], [1.472, -1.711, -1.358], [-0.757, -1.497, -2.384], [-3.023, -2.310, -2.645]], "nbo_charge": [-0.41, -0.62, 0.65, -0.62, -0.11, -0.41, -0.12, -0.02, -0.53, 0.12, -0.24, -0.21, -0.23, -0.21, -0.01, -0.63, 0.68, -0.72, -0.63, 0.20, 0.21, 0.22, 0.40, 0.22, 0.21, 0.23, 0.21, 0.41, 0.21, 0.22, 0.21, 0.21, 0.41, 0.23, 0.23, 0.25, -0.71, 0.56, -0.54, -0.17, -0.17, -0.19, 0.01, -0.19, -0.22, -0.23, -0.16, -0.12, -0.12, 0.23, 0.23, 0.24, 0.24, 0.21, 0.21, 0.22, 0.22, 0.22, 0.21]}